{"formula": "C6H15AlNO3", "method": "ωB97M-V/def2-TZVPD", "species": ["C", "C", "O", "C", "C", "Al", "N", "C", "C", "O", "O", "H", "H", "H", "H", "H", "H", "H", "H", "H", "H", "H", "H", "H", "H", "H"], "xyz": [[-0.033032, -3.367638, -0.696879], [0.579520, -2.397991, -1.710833], [-0.352856, -1.503477, -2.240431], [-0.308772, -0.174471, -1.673668], [-0.443252, -0.053306, -0.173894], [-0.932580, 1.820867, 0.486554], [-2.549439, 1.740917, 1.480562], [0.511837, 2.282205, 1.885487], [1.802047, 2.427152, 1.208027], [2.149306, 3.385401, 0.530403], [2.692136, 1.356081, 1.350631], [-1.086085, -3.490883, -0.919608], [0.497251, -4.315288, -0.680811], [0.041556, -2.936869, 0.298872], [1.001967, -2.981530, -2.531555], [1.421558, -1.876464, -1.253928], [-1.119085, 0.354816, -2.166550], [0.620495, 0.293682, -2.008068], [0.511126, -0.350386, 0.281825], [-1.179544, -0.770248, 0.189741], [-1.011120, 2.875026, -0.721440], [-3.349147, 1.530064, 0.896641], [-2.471841, 0.983022, 2.148320], [0.229296, 3.172452, 2.433472], [0.514027, 1.432218, 2.566297], [2.264633, 0.564647, 1.020833]], "forces_ev_per_angstrom": [[0.2743, 0.6196, 0.2725], [0.2056, -0.5122, 0.0362], [-0.2379, 0.1703, -0.0175], [-0.0638, 0.0550, 0.0621], [0.4768, 0.0690, -0.1730], [-0.4327, -0.0934, 0.4012], [0.6482, 0.1462, -0.3388], [0.1655, -0.4658, -0.2047], [0.0161, 1.2743, -0.5792], [-0.0667, -1.0675, 1.0034], [0.2754, 0.3403, -0.3863], [-0.1436, -0.2752, -0.1224], [-0.0414, -0.2383, -0.1091], [-0.1421, -0.0018, 0.1593], [-0.0701, 0.0176, -0.2502], [0.1133, 0.1848, 0.0605], [-0.1490, -0.0412, -0.1954], [0.1405, 0.1365, -0.0088], [0.0475, -0.1423, 0.1375], [-0.2500, 0.0035, 0.0658], [-0.0407, 0.0234, -0.0891], [-0.1613, -0.0325, 0.0365], [-0.2162, -0.0971, 0.1516], [-0.1096, 0.3063, -0.2073], [0.0803, -0.0459, 0.1428], [-0.3183, -0.3336, 0.1524]], "charge": -1, "homo_ev": -4.86, "e_lumo_ha": 0.1213}

---

{"formula": "CH3NO4", "method": "ωB97M-V/def2-TZVPD", "species": ["C", "N", "O", "O", "O", "O", "H", "H", "H"], "xyz": [[0.882451, 0.197378, -0.127162], [1.029299, -1.240232, -0.239185], [-2.218995, -0.237076, 1.195592], [2.074560, -1.772128, -0.423471], [-2.591047, 0.644672, 0.378807], [-1.817048, 0.908177, -0.627194], [0.724965, 0.352973, 0.855677], [1.860757, 0.546068, -0.388144], [0.055054, 0.600164, -0.624920]], "forces_ev_per_angstrom": [[3.6182, -1.1603, -2.1530], [-3.1657, -2.0073, 0.1130], [-0.3109, 1.1449, -1.2572], [0.9813, 1.2783, -0.0964], [1.6465, -0.4387, -0.7669], [-2.1832, -0.5504, 1.9549], [-0.5475, 0.5378, 3.6034], [0.5147, 1.2161, -0.3297], [-0.5534, -0.0204, -1.0681]], "homo_ev": [-8.57, -8.57], "e_lumo_ha": [-0.1204, -0.1205]}

---

{"formula": "C8H17O2P", "method": "ωB97M-V/def2-TZVPD", "species": ["C", "C", "O", "O", "C", "P", "C", "C", "C", "C", "C", "H", "H", "H", "H", "H", "H", "H", "H", "H", "H", "H", "H", "H", "H", "H", "H", "H"], "xyz": [[-2.657022, 2.029087, 2.840344], [-2.512514, 3.127248, 1.662509], [-3.527049, 3.821220, 1.383027], [-1.269565, 3.306930, 0.943262], [-1.349704, 2.279493, -0.123071], [0.284406, 2.059267, -1.054040], [0.983754, 0.403452, -0.396547], [1.057538, -0.669893, -1.627347], [1.013409, -2.123517, -0.946815], [1.290543, -3.343569, -1.947427], [2.064304, -2.223025, 0.287047], [-1.857660, 2.198667, 3.633076], [-2.493580, 0.997031, 2.346091], [-3.724613, 2.016074, 3.247203], [-1.563823, 1.288325, 0.438318], [-2.262812, 2.447169, -0.797732], [1.257128, 3.046049, -0.638434], [0.202492, -0.048981, 0.327550], [1.980214, 0.519355, 0.145530], [0.076194, -0.496168, -2.213113], [1.978687, -0.481403, -2.277735], [-0.024657, -2.313681, -0.472245], [0.589493, -3.300869, -2.852113], [2.388123, -3.431736, -2.250179], [1.052905, -4.307435, -1.352448], [3.021092, -1.621384, 0.044604], [1.623911, -1.860387, 1.273697], [2.378806, -3.317319, 0.376985]], "forces_ev_per_angstrom": [[0.6527, -0.2958, -1.3126], [-3.4100, 2.1244, 0.0275], [4.3078, -2.5548, 0.7807], [-2.5687, -1.4415, 0.5766], [-0.2848, -0.7870, 1.2935], [0.1544, -0.7256, -0.7453], [-0.4185, -0.6503, -0.0979], [-0.9298, 0.2050, 1.4208], [0.5966, -0.4035, 0.3639], [-0.4664, -0.2586, 0.7580], [0.2733, -0.1570, -0.8069], [-1.1478, -0.2673, -1.0240], [-0.0493, 1.5506, 0.9451], [1.6915, 0.4373, -0.6097], [0.4620, 1.2160, -1.2068], [1.5742, 0.1742, 0.7720], [-0.9287, -0.4543, 0.5580], [1.3249, 0.8636, -0.9040], [-1.4166, -0.1571, -0.7461], [1.7713, -0.3860, 0.5400], [-1.3211, -0.4140, 0.8408], [1.4444, 0.5472, -0.9457], [1.1685, -0.0632, 1.1688], [-1.5063, 0.3805, 0.2144], [0.3179, 1.4307, -1.0780], [-1.4989, -0.9146, 0.4366], [0.6529, -0.4676, -1.3569], [-0.4455, 1.4686, 0.1371]], "homo_ev": -8.71, "smiles": "CC(=O)OCPCCC(C)C", "e_lumo_ha": 0.0233}

---

{"formula": "C4H14N4", "method": "ωB97M-V/def2-TZVPD", "species": ["C", "C", "C", "C", "N", "N", "N", "N", "H", "H", "H", "H", "H", "H", "H", "H", "H", "H", "H", "H", "H", "H"], "xyz": [[-0.659101, 0.037649, 0.871214], [-0.037752, 0.407258, -1.487817], [0.754712, -1.566548, -0.317435], [1.381416, 0.970374, -1.618315], [-0.270337, -0.542112, -0.407464], [-1.033824, -0.985041, 1.832208], [-1.810438, 0.895202, 0.617134], [0.411926, 0.806697, 1.484102], [-0.208224, -1.446877, 2.193847], [-1.623082, -1.677805, 1.384237], [-2.230560, 1.138490, 1.508196], [-2.500482, 0.384426, 0.077806], [0.205193, 0.931900, 2.468929], [0.440408, 1.723925, 1.053814], [-0.742674, 1.226164, -1.343137], [-0.297862, -0.108564, -2.420363], [1.669388, -1.214551, 0.173738], [0.369423, -2.427408, 0.230394], [0.991051, -1.894905, -1.327463], [1.381526, 1.765002, -2.360802], [2.080429, 0.202707, -1.940668], [1.728864, 1.374020, -0.672156]], "forces_ev_per_angstrom": [[-0.3526, 0.0333, -0.0378], [0.0331, 0.1019, -0.2221], [-0.1993, 0.0449, 0.1201], [-0.2587, -0.1053, 0.0581], [-0.1912, -0.0944, 0.0735], [0.2607, -0.0475, 0.2428], [-0.0910, 0.1582, -0.1003], [0.1091, -0.0541, 0.2513], [-0.0094, -0.1088, -0.0196], [0.0413, 0.0413, 0.0103], [0.0617, -0.0545, -0.0651], [-0.0283, -0.0330, 0.0032], [-0.0003, 0.0826, -0.0158], [0.0086, -0.0312, 0.0582], [0.0577, -0.0846, -0.1739], [-0.0028, 0.1496, -0.0010], [0.0528, -0.0332, -0.0421], [0.1106, -0.0192, -0.0527], [0.0717, -0.0592, -0.0301], [0.0592, 0.0703, -0.0877], [0.1343, -0.0222, -0.0133], [0.1329, 0.0652, 0.0440]], "homo_ev": -8.46, "smiles": "CCN(C)C(N)(N)N", "e_lumo_ha": 0.0380}

---

{"formula": "C20H16CdCl2N4O3", "method": "ωB97M-V/def2-TZVPD", "species": ["Cd", "Cl", "C", "C", "C", "N", "C", "O", "C", "C", "C", "C", "C", "N", "C", "C", "C", "Cl", "N", "C", "O", "C", "C", "C", "C", "C", "N", "H", "H", "H", "H", "H", "H", "H", "H", "H", "H", "C", "C", "O", "H", "H", "H", "H", "H", "H"], "xyz": [[0.075638, -0.405133, -1.287915], [4.916467, 4.597472, -0.376480], [3.380477, 3.829904, -0.589104], [3.343045, 2.457053, -0.478969], [2.169748, 1.738479, -0.739391], [2.066642, 0.343356, -0.685982], [3.012311, -0.505276, -0.284283], [4.185552, -0.281978, 0.084681], [2.516984, -1.976538, -0.183267], [3.328157, -2.907361, 0.467877], [2.888852, -4.218079, 0.598638], [1.660210, -4.617034, 0.066477], [0.896622, -3.615291, -0.558500], [1.293456, -2.337840, -0.620528], [0.989574, 2.465464, -1.096983], [1.040420, 3.834570, -1.061828], [2.216997, 4.518552, -0.826295], [2.231868, 6.266068, -0.852125], [-0.188772, 1.761993, -1.348061], [-1.388981, 2.305304, -1.205793], [-1.702003, 3.467893, -0.938474], [-2.570036, 1.290866, -1.241075], [-3.845397, 1.730861, -0.944159], [-4.873040, 0.814118, -0.783967], [-4.684569, -0.524670, -0.942978], [-3.379001, -0.919307, -1.253071], [-2.366325, -0.055223, -1.391000], [4.270967, 1.911818, -0.281024], [4.280554, -2.623668, 0.918197], [3.502265, -4.929545, 1.108450], [1.309715, -5.618021, 0.167203], [-0.082922, -3.838141, -0.933682], [0.184314, 4.449658, -1.249329], [-4.001153, 2.777518, -0.813819], [-5.872466, 1.136824, -0.490829], [-5.438496, -1.271184, -0.835233], [-3.120364, -1.968179, -1.357233], [-1.414805, -1.076386, 3.344132], [-1.654977, -1.263213, 1.857788], [-0.881778, -0.320264, 1.097101], [-1.953577, -1.834625, 3.946178], [-1.751825, -0.064717, 3.645126], [-0.358785, -1.220673, 3.541808], [-2.681077, -1.043733, 1.622211], [-1.381615, -2.265740, 1.521027], [-0.168869, 0.004047, 1.664484]], "forces_ev_per_angstrom": [[-0.3786, 0.0792, 0.6172], [0.0099, 0.2079, 0.0383], [0.2598, -0.0737, 0.3362], [0.2622, -1.1524, -0.4100], [0.2486, 0.2008, -0.1467], [0.0028, -0.4389, -0.0028], [0.8078, 0.3843, 0.5339], [-1.3687, -0.4675, -0.4575], [0.0438, 0.0779, 0.3681], [0.0314, -0.1848, 0.0952], [-0.5790, 0.1971, -0.4313], [0.2676, 1.7290, -0.3154], [0.7786, -0.4448, 1.0229], [0.1291, 0.1078, -0.5925], [0.1829, -0.5089, 0.6274], [0.1678, 1.2197, -0.2786], [0.3892, 0.5795, -0.0342], [-0.1607, -0.2931, -0.0439], [-0.0552, -0.4471, -0.2523], [-0.7197, 0.0314, 0.3206], [-0.1057, -0.3991, -0.2406], [0.1582, -1.2836, 0.0820], [0.1223, -0.2267, -0.0868], [-1.1664, 0.8098, 0.3382], [1.7758, -0.6272, -0.4332], [0.1651, 0.4142, -0.0095], [0.3860, 0.5212, -0.0340], [-0.5337, 0.2146, 0.0138], [-0.3358, 0.2210, -0.4175], [0.2806, -0.3313, 0.2631], [-0.2512, -0.4852, -0.0827], [-0.3295, -0.0367, -0.2406], [-0.3579, -0.1616, -0.0832], [-0.0571, 0.5142, 0.1032], [0.2559, 0.2486, -0.1552], [-0.4913, -0.1917, 0.1209], [-0.0542, 0.0338, -0.0849], [-0.5936, -0.1142, 0.0892], [0.4409, 0.2511, 0.1368], [0.3187, 0.0048, 0.1909], [0.1550, 0.4399, -0.3668], [0.3148, -0.5534, -0.0262], [0.2815, 0.1664, 0.2338], [-0.5345, -0.1620, -0.2067], [-0.1490, -0.1137, 0.0997], [-0.0147, 0.0435, -0.1984]], "homo_ev": -7.16, "e_lumo_ha": -0.0165}

---

Number 1: molar mass 176.17 g/mol, calculated total energy -20697.1770 eV. Number 2: molar mass 93.04 g/mol, calculated total energy -10754.8679 eV. Number 3: molar mass 176.20 g/mol, calculated total energy -21952.4178 eV. Number 4: molar mass 118.18 g/mol, calculated total energy -10335.6294 eV. Number 5: molar mass 543.69 g/mol, calculated total energy -62712.7692 eV.